(1)
12
Properties=species:S:1:pos:R:3:forces:R:3 method="wB97M-V/def2-TZVPD" smiles=NPNPN e_lumo_ev=0.918 e_above_lowest_kcal_mol=13.9 homo_lumo_gap_ha=0.3338 energy_ev=-23160.7179
N 0.829 0.232 1.449 2.322 -1.022 1.696
P -0.741 -0.250 1.171 -1.611 -1.527 -1.699
N -0.504 -1.131 -0.390 0.332 4.042 -0.184
P -0.906 0.188 -1.736 -0.506 -2.590 -0.187
N 0.180 1.416 -1.449 4.143 -4.109 1.937
H 1.342 -0.590 1.852 -0.102 0.934 -1.056
H 0.859 0.864 2.241 -0.137 0.621 -0.233
H -0.678 -1.492 1.797 -0.445 -0.408 0.732
H -1.071 -1.950 -0.467 -0.594 -0.441 -0.095
H -0.124 -0.573 -2.698 -0.375 0.485 0.408
H 0.894 1.035 -0.679 -1.270 1.066 -2.384
H -0.081 2.253 -1.092 -1.756 2.950 1.064



(2)
31
Properties=species:S:1:pos:R:3:forces:R:3 method="wB97M-V/def2-TZVPD" e_lumo_ev=-0.542 e_above_lowest_kcal_mol=14.4 homo_lumo_gap_ha=0.3411 energy_ev=-24308.8199
Ne -0.386 -0.190 0.375 0.034 -0.041 0.022
O -0.157 2.244 2.069 0.286 -0.242 0.394
H -0.719 2.255 1.294 -0.010 0.083 -0.527
H -0.640 2.750 2.723 0.012 0.095 0.279
O -2.027 -0.161 -1.974 0.036 -0.046 -0.289
H -2.557 0.441 -2.495 -0.412 -0.049 -0.155
H -2.105 0.164 -1.077 0.112 0.203 0.446
O 0.530 -0.474 3.590 -0.370 -0.361 0.329
H 0.267 -0.050 2.773 0.031 0.602 -0.297
H 1.376 -0.876 3.390 0.394 -0.085 -0.091
O -1.947 2.371 -0.073 -0.151 -0.339 -0.156
H -2.101 2.954 -0.816 0.151 0.280 -0.207
H -2.743 2.441 0.456 -0.338 0.017 0.224
O -0.267 -2.507 -2.196 0.271 -0.106 -0.059
H -0.650 -3.371 -2.343 0.030 -0.290 0.035
H -1.019 -1.919 -2.127 -0.231 0.441 -0.025
O 3.543 0.197 0.834 0.399 -0.200 0.342
H 3.868 1.045 1.136 0.076 0.162 0.157
H 2.772 0.410 0.308 -0.465 -0.065 -0.382
O 1.721 1.379 -1.044 0.057 0.220 0.543
H 2.459 1.984 -1.106 0.205 0.181 0.011
H 1.368 1.339 -1.933 -0.319 -0.358 -0.630
O 1.350 -2.880 0.296 0.442 -0.104 0.245
H 0.682 -2.566 0.905 -0.331 -0.122 0.220
H 1.059 -2.568 -0.561 -0.223 0.061 -0.443
O -1.002 -2.639 2.433 -0.206 -0.242 -0.406
H -0.662 -1.983 3.042 0.436 0.504 0.455
H -1.824 -2.929 2.828 -0.165 -0.182 -0.012
O 0.244 0.835 -3.453 0.349 0.260 -0.128
H -0.615 0.897 -3.035 -0.256 -0.401 0.402
H 0.180 1.405 -4.219 0.155 0.128 -0.299



(3)
10
Properties=species:S:1:pos:R:3:forces:R:3 method="wB97M-V/def2-TZVPD" e_lumo_ev="1.066 / -1.736" e_above_lowest_kcal_mol=5.5 multiplicity=3 homo_lumo_gap_ha="0.2059 / 0.3173" s2=2.01 energy_ev=-10512.8029
C -1.739 0.034 -0.339 -4.774 1.865 0.639
N 1.660 0.632 0.394 0.829 1.715 -0.212
Si 0.725 -0.661 -0.124 0.718 -0.186 -1.284
H -2.040 1.120 -0.249 0.879 -0.945 -0.136
H -2.399 -0.446 -1.069 0.881 0.009 -0.716
H -1.977 -0.509 0.574 0.943 0.062 0.384
H 2.186 1.241 -0.237 -0.440 -0.601 0.188
H 1.753 0.978 1.312 -0.124 0.265 1.048
H 0.327 -1.416 1.016 0.139 -0.937 0.945
H 1.506 -0.974 -1.279 0.948 -1.249 -0.856



(4)
9
Properties=species:S:1:pos:R:3:forces:R:3 method="wB97M-V/def2-TZVPD" e_lumo_ev=-0.014 e_above_lowest_kcal_mol=52.3 homo_lumo_gap_ha=0.3184 energy_ev=-15248.3698
C 0.855 0.312 0.077 0.383 -0.272 0.837
C -1.359 0.011 -0.631 -2.314 0.341 0.422
N 0.890 -0.491 1.109 1.604 -0.061 -0.888
N -1.461 1.142 -1.111 0.353 -0.602 0.378
O -1.603 -1.064 -0.192 0.817 1.459 -1.037
I 1.688 -0.395 -1.671 0.898 -0.439 -0.458
H 1.469 -1.283 1.401 -0.176 -0.082 -0.896
H 0.348 -0.127 1.823 -1.085 0.620 2.014
H -0.827 1.894 -0.805 -0.479 -0.964 -0.372



(5)
49
Properties=species:S:1:pos:R:3:forces:R:3 method="wB97M-V/def2-TZVPD" total_charge=-1 e_lumo_ev=2.486 homo_lumo_gap_ha=0.1650 energy_ev=-76333.6632
F 3.155 -2.373 2.613 0.660 2.282 0.724
C 3.697 -1.185 3.129 1.631 -0.772 0.307
F 5.114 -1.283 2.965 -2.672 0.141 0.213
C 3.183 0.148 2.416 1.181 1.086 0.103
F 4.334 0.901 2.042 -2.365 -1.368 0.587
F 2.528 0.949 3.389 0.870 -1.832 -1.958
C 2.336 -0.061 1.085 -1.773 1.580 -0.329
F 1.166 -0.849 1.282 2.689 1.311 0.026
F 1.836 1.230 0.738 0.897 -2.425 0.887
C 3.165 -0.569 -0.186 0.202 0.361 -2.654
F 3.496 0.605 -0.937 -0.161 -1.985 1.693
F 4.388 -1.196 0.122 -2.158 1.043 0.027
C 2.242 -1.447 -1.182 0.314 0.619 0.235
O 2.895 -1.600 -2.457 -0.965 0.523 0.965
C 1.958 -1.235 -3.526 -0.224 -0.435 -1.313
C 0.742 -2.296 -3.665 -1.082 1.150 -0.456
N -0.521 -1.527 -3.713 0.139 -0.920 1.988
C -1.529 -2.086 -2.796 0.346 -0.064 -1.519
C -2.622 -1.001 -2.305 0.997 -0.175 -0.256
C -1.994 0.059 -1.254 -0.150 -2.738 -2.895
F -1.348 -0.716 -0.263 -0.839 2.259 -0.924
F -1.053 0.811 -2.016 -1.824 -0.719 2.635
C -3.199 0.951 -0.705 -0.340 0.224 -1.407
F -4.257 0.137 -0.229 2.378 1.781 -0.377
F -3.738 1.615 -1.846 1.170 -1.217 2.219
C -2.783 2.109 0.317 -1.026 2.182 0.111
F -3.615 3.230 0.009 1.540 -1.921 0.822
F -1.465 2.559 0.185 -2.300 -1.298 0.092
C -3.040 1.782 1.856 -1.468 -1.785 -0.037
F -4.429 1.696 2.143 2.798 0.376 -1.011
F -2.547 0.465 2.072 -0.482 2.856 -0.036
C -2.436 2.847 2.887 -0.925 0.701 1.431
F -2.322 4.145 2.380 -0.105 -2.705 0.576
F -3.371 2.933 3.958 2.016 -0.190 -1.910
C -1.051 2.428 3.557 1.921 0.832 1.860
F -0.693 3.496 4.422 -0.776 -2.074 -1.773
F -1.173 1.310 4.409 0.286 2.303 -2.521
F 0.006 2.304 2.660 -2.727 -0.231 1.916
H 3.522 -1.108 4.244 -0.053 -0.269 -1.376
H 2.038 -2.445 -0.673 0.099 1.243 -0.695
H 1.295 -0.817 -1.332 1.048 -1.106 0.454
H 2.526 -1.231 -4.517 -0.230 -0.090 1.492
H 1.573 -0.161 -3.389 0.245 -1.726 0.093
H 0.817 -2.904 -4.648 0.595 0.629 1.190
H 0.794 -3.070 -2.819 0.097 0.865 -0.696
H -2.143 -2.862 -3.407 0.044 0.637 1.164
H -1.078 -2.679 -1.918 -0.622 0.785 -0.679
H -2.917 -0.409 -3.238 0.225 -0.855 1.411
H -3.481 -1.599 -1.860 0.880 1.132 -0.399